Arrangement w

ORCA calculation (ωB97M-V with the def2-TZVPD basis set) on a cluster of 2 separate species, C2H7OS in total.

Atoms and positions in Å:
C: -1.13943 -0.28406 -0.71620
C: 0.37289 -0.43309 -0.89411
S: 1.25479 1.15971 -0.66219
H: -1.38052 -0.13451 0.33672
H: -1.46910 0.58474 -1.28142
H: -1.67062 -1.14985 -1.14286
H: 0.75668 -1.19546 -0.20955
H: 0.62838 -0.76022 -1.89446
H: 1.04255 1.45639 1.99244
H: 0.79684 0.04271 1.88616
O: 0.80754 0.71363 2.58548

The value obtained for the highest occupied orbital energy is -2.575 eV. As for the net charge: -1. The HOMO-LUMO gap is 6.93 eV. For the LUMO energy, the calculation gives 4.360 eV.

---

Arrangement x

ORCA calculation (ωB97M-V with the def2-TZVPD basis set) on a cluster of 2 separate species, C2H7OS in total.

Atoms and positions in Å:
O: -1.73363 1.68589 1.21796
H: -1.76405 1.05329 0.52141
C: 1.20490 -0.12737 -1.22437
C: 0.11532 -0.74923 -0.38151
S: 0.25211 -1.63764 1.07293
H: 1.67994 -0.82412 -1.92669
H: 1.96150 0.38595 -0.62048
H: 0.71958 0.62031 -1.86595
H: -1.49755 1.14698 1.95312
H: -0.87171 -0.75944 -0.83982
H: -0.06640 -0.79462 2.09341

The value obtained for the highest occupied orbital energy is -1.078 eV. As for the net charge: -1. The HOMO-LUMO gap is 5.05 eV. For the LUMO energy, the calculation gives 3.970 eV.

---

Arrangement y

ORCA calculation (ωB97M-V with the def2-TZVPD basis set) on a cluster of 2 separate species, C2H7OS in total.

Atoms and positions in Å:
S: -0.64040 -1.68951 -1.06274
H: -1.62131 -2.28657 -1.78452
C: 0.79451 1.54982 0.75148
O: 1.26978 0.61937 -0.28211
C: -0.57588 1.23061 1.58859
H: 0.72892 2.54722 0.15047
H: 1.67757 1.72777 1.39525
H: 0.73225 -0.27728 -0.13462
H: -1.32103 0.98287 0.97941
H: -0.86035 2.23204 2.07980
H: -0.55963 0.46866 2.53450

The value obtained for the highest occupied orbital energy is -2.718 eV. As for the net charge: -1. The HOMO-LUMO gap is 6.74 eV. For the LUMO energy, the calculation gives 4.022 eV.

---

Arrangement z

ORCA calculation (ωB97M-V with the def2-TZVPD basis set) on a cluster of 2 separate species, C2H7OS in total.

Atoms and positions in Å:
S: -1.54326 2.75115 0.50534
H: -0.46470 3.54537 0.52339
C: 0.56394 -1.25490 0.09514
O: -0.17565 -1.28407 1.34354
C: 0.08138 -0.14911 -0.83896
H: 1.62084 -1.28062 0.35907
H: 0.25796 -2.21699 -0.32253
H: -0.14733 -0.38042 1.71672
H: 0.84517 0.58742 -1.07296
H: -0.17860 -0.60379 -1.80347
H: -0.85976 0.28596 -0.50529

The value obtained for the highest occupied orbital energy is -2.575 eV. As for the net charge: -1. The HOMO-LUMO gap is 6.45 eV. For the LUMO energy, the calculation gives 3.879 eV.

---

arrangement w ends up most stable, edging out the next structure by 0.0204 hartree.

---

Arrangement w

ORCA calculation (ωB97M-V with the def2-TZVPD basis set) on a cluster of 2 separate species, C6H12N2 in total.

Atoms and positions in Å:
C: 2.24867 -0.55993 0.26759
C: -0.67165 1.77191 0.45959
C: 0.04224 0.64733 -0.29346
C: 0.84513 -0.19931 0.64045
N: 0.83814 1.14938 -1.40089
N: 0.16069 -0.84472 1.51489
H: 0.44608 2.00391 -1.78007
H: 0.89075 0.46515 -2.14630
H: -1.14123 -1.44557 0.81202
H: 0.70211 -1.39720 2.17397
H: 2.75640 -1.03905 1.10355
H: 2.23755 -1.25150 -0.57587
H: -1.41303 2.23889 -0.18746
H: 0.05219 2.53081 0.75975
H: -1.16858 1.37570 1.34017
H: 2.78456 0.32911 -0.05488
C: -2.15007 -1.52223 0.08091
C: -2.98402 -1.92890 -0.68642
H: -3.66229 -2.25615 -1.42598
H: -0.81363 -0.06762 -0.60156

The value obtained for the highest occupied orbital energy is -9.082 eV. The HOMO-LUMO gap is 9.93 eV. For the LUMO energy, the calculation gives 0.850 eV.

---

Arrangement x

ORCA calculation (ωB97M-V with the def2-TZVPD basis set) on a cluster of 2 separate species, C6H12N2 in total.

Atoms and positions in Å:
C: -1.24241 1.74659 0.12077
C: -0.72843 0.36038 0.40691
C: 0.47640 0.30305 1.26968
C: -1.57215 -0.70209 0.35843
C: 0.70312 -0.61454 2.22356
H: 1.00545 1.24719 1.34842
H: -0.47738 2.31187 -0.41276
H: -2.14928 1.70177 -0.47882
H: -1.45116 2.28823 1.04292
H: -1.41671 -1.60698 0.92008
H: -2.44190 -0.70843 -0.27941
H: 0.62584 -1.68787 2.15259
H: 1.12792 -0.48557 3.20576
N: 0.82843 -1.50060 -1.67318
C: 1.44910 -0.33737 -1.27572
N: 1.43255 0.78443 -1.92646
H: 0.11775 -1.86825 -1.05777
H: 0.54911 -1.55388 -2.64245
H: 1.01269 0.71892 -2.85223
H: 2.15106 -0.39685 -0.45031

The value obtained for the highest occupied orbital energy is -8.488 eV. The HOMO-LUMO gap is 8.80 eV. For the LUMO energy, the calculation gives 0.309 eV.

---

Arrangement y

ORCA calculation (ωB97M-V with the def2-TZVPD basis set) on an isolated molecule of C6H12N2.

Atoms and positions in Å:
C: -1.80361 0.86229 0.03683
C: -0.76110 0.44706 -2.23721
C: 0.45345 -0.18316 -0.15678
C: 0.66802 -0.21022 1.32979
C: -0.64265 0.32135 -0.74054
N: 1.59730 -0.58463 -0.87516
N: 1.83564 0.35547 1.79161
C: -0.05745 -1.11944 1.98818
H: 1.42266 -0.74125 -1.85751
H: 2.07726 -1.37481 -0.46343
H: 2.47383 0.71015 1.10175
H: 2.20594 -0.01174 2.65887
H: -1.99481 1.89834 -0.25827
H: -1.61163 0.83527 1.10899
H: -2.70598 0.27808 -0.15694
H: -1.76962 0.74006 -2.51836
H: -0.53435 -0.50378 -2.74210
H: -0.07221 1.20418 -2.62421
H: 0.18393 -1.37839 3.01122
H: -0.96462 -1.54484 1.60328

The value obtained for the highest occupied orbital energy is -7.668 eV. The HOMO-LUMO gap is 8.66 eV. For the LUMO energy, the calculation gives 0.995 eV.

---

arrangement y ends up most stable, edging out the next structure by 0.0799 hartree.

---

Arrangement w

ORCA calculation (ωB97M-V with the def2-TZVPD basis set) on an isolated molecule of C6H12N2.

Atoms and positions in Å:
C: -1.55881 -0.58847 0.91800
C: 1.00631 1.21672 0.96719
C: 2.32921 0.07902 -0.85248
C: -1.45577 0.26036 -0.59249
C: 0.97662 0.43947 -0.31660
N: -1.12260 -1.94343 0.76906
C: -0.11670 0.29206 -1.10499
N: -2.48430 0.47068 -1.28595
H: -3.35139 0.57654 -0.75949
H: -0.12110 -1.99864 0.62716
H: -1.57677 -2.38797 -0.02085
H: -2.62540 -0.56622 1.14971
H: -1.07109 -0.13525 1.78044
H: 0.00538 0.08344 -2.16448
H: 1.20839 0.56137 1.81732
H: 0.07104 1.73525 1.15780
H: 1.80375 1.96180 0.92303
H: 2.69532 0.84255 -1.54021
H: 2.30302 -0.86483 -1.39856
H: 3.08488 -0.03444 -0.07362

The value obtained for the highest occupied orbital energy is -8.508 eV. The HOMO-LUMO gap is 9.21 eV. For the LUMO energy, the calculation gives 0.699 eV.

---

Arrangement x

ORCA calculation (ωB97M-V with the def2-TZVPD basis set) on a cluster of 2 separate species, C6H12N2 in total.

Atoms and positions in Å:
C: 2.03733 2.15308 0.00004
C: 2.79928 2.29594 1.32411
H: 2.36686 2.82424 -0.87267
H: 2.53052 1.21449 -0.34643
H: 0.98596 2.35066 -0.01019
H: 2.24560 1.56171 1.97804
H: 3.82787 1.98198 1.22142
H: 2.63147 3.23845 1.79109
C: -2.73038 0.08460 0.30078
C: 0.06232 -1.96299 0.11373
C: -1.38792 -0.39105 -0.09633
C: -0.97329 -0.63463 -1.41452
N: -0.70127 -1.16060 0.80189
N: 0.12165 -1.49528 -1.20101
H: 0.74516 -2.71858 0.54374
H: 0.48400 -2.07710 -1.94190
H: -1.27984 -0.14885 -2.32421
H: -2.83330 1.16571 0.27217
H: -2.62434 -0.05110 1.46394
H: -3.54295 -0.40042 -0.20345

The value obtained for the highest occupied orbital energy is -8.494 eV. The HOMO-LUMO gap is 9.40 eV. For the LUMO energy, the calculation gives 0.910 eV.

---

arrangement x ends up most stable, edging out the next structure by 0.0050 hartree.